Molecular formula: C10H16
Method: DFT, ωB97M-V/def2-TZVPD

Positions of all 26 atoms, in Å:
C -0.36 -1.26 1.94
C 0.39 -2.55 1.48
C -0.41 -0.08 0.98
C 0.65 0.77 0.64
C -1.72 0.34 0.71
C 0.46 1.94 -0.06
C -1.88 1.46 -0.12
C -0.81 2.20 -0.56
H -1.39 -1.52 2.23
H -0.05 -1.12 2.97
H -0.27 -3.39 1.71
H 1.65 0.55 0.99
H -2.61 -0.24 0.92
H 1.35 2.52 -0.29
H -2.89 1.72 -0.41
H -0.88 3.10 -1.17
H 1.33 -2.67 2.03
H 0.63 -2.44 0.43
C 0.83 -0.19 -2.40
C 1.84 -1.26 -1.97
H 0.64 -0.27 -3.46
H -0.15 -0.28 -1.95
H 1.29 0.77 -2.16
H 1.90 -1.54 -0.93
H 2.85 -0.98 -2.29
H 1.66 -2.15 -2.59

**Kohn-Sham gap**: 0.3689 hartree
**Multiplicity**: 1
**LUMO level**: 1.0 eV
**Charge**: 0
**SMILES**: CCc1ccccc1.CC
**Energy above the lowest of the compared OMol25 structures with the same formula, charge and spin**: 1.065 eV